17
Properties=species:S:1:pos:R:3:forces:R:3:lowdin_charge:R:1 method="wB97M-V/def2-TZVPD" total_charge=0 smiles="C=C[C@H]1[C@H]2[C@@H](C)[C@@H]12" orbital_gap_ev=10.410
C -1.41986 -0.59576 -1.62139 0.0 0.1 0.0 0.003
C -1.31168 0.53867 -0.93919 0.0 -0.1 -0.1 -0.159
C 0.03301 1.14108 -0.65626 -0.1 0.0 -0.1 -0.229
C 0.79304 1.22099 0.63529 0.0 0.2 0.2 -0.116
C 1.02875 -0.21707 0.94852 0.1 -0.1 0.1 -0.259
C -0.04136 -1.16184 1.46738 0.0 0.0 0.0 -0.064
C 1.24459 0.29665 -0.44905 0.2 -0.1 -0.2 -0.133
H -2.37491 -1.04067 -1.88529 0.1 0.1 0.1 0.056
H -0.51862 -1.12806 -1.92357 -0.2 0.1 0.0 0.069
H -2.19983 1.09464 -0.63501 0.2 -0.1 0.0 0.103
H 0.20364 2.03470 -1.26659 0.0 -0.2 0.0 0.138
H 1.32371 2.08558 1.01397 -0.1 -0.1 -0.1 0.125
H 1.98512 -0.38721 1.45228 -0.1 0.1 0.0 0.132
H 0.20466 -2.20661 1.24542 0.0 0.1 0.0 0.077
H -0.10088 -1.05486 2.55712 0.0 0.0 -0.2 0.075
H -1.02643 -0.94708 1.05405 0.2 0.0 0.1 0.056
H 2.17704 0.32686 -0.99768 -0.1 0.0 0.1 0.126

17
Properties=species:S:1:pos:R:3:forces:R:3:lowdin_charge:R:1 method="wB97M-V/def2-TZVPD" total_charge=0 orbital_gap_ev=8.908
C 1.36401 -0.29832 1.04379 0.0 -0.2 0.2 -0.081
C 1.35754 0.96617 -0.40248 -0.1 -0.1 -0.1 0.051
C 1.25547 -0.54778 -0.45510 0.2 -0.1 -0.1 -0.302
C -0.18000 -0.52882 -1.01660 0.0 -0.1 -0.1 -0.225
C -1.36117 -0.72734 -0.04411 -0.1 -0.1 0.0 -0.137
C -1.29654 0.78208 0.32488 -0.1 0.1 0.1 -0.132
C -0.17453 0.98999 -0.72861 0.0 0.2 -0.1 -0.265
H 2.32308 -0.63209 1.43636 -0.1 0.1 -0.1 0.107
H 0.51414 -0.60636 1.64810 0.1 0.1 -0.1 0.091
H 1.46447 0.85965 1.14173 0.0 0.0 0.1 0.099
H 2.03276 -1.19776 -0.85815 -0.1 0.1 0.1 0.126
H -0.27604 -0.92767 -2.02872 0.0 0.1 0.2 0.134
H -1.22055 -1.44880 0.76884 0.0 0.1 -0.1 0.099
H -2.28620 -0.98740 -0.56667 0.1 0.0 0.1 0.103
H -2.21327 1.32779 0.08545 0.1 -0.1 0.0 0.102
H -1.03066 1.01880 1.36024 0.0 0.0 -0.2 0.101
H -0.37778 1.74402 -1.49489 0.0 -0.1 0.1 0.129

17
Properties=species:S:1:pos:R:3:forces:R:3:lowdin_charge:R:1 method="wB97M-V/def2-TZVPD" total_charge=0 smiles=C1C[C@H]2[C@@H]1[C@H]1C[C@@H]21 orbital_gap_ev=10.303
C -1.35732 0.75753 0.37506 -0.1 0.1 0.1 -0.136
C -1.46894 -0.70898 -0.12758 -0.1 -0.2 0.0 -0.131
C -0.16064 -0.53978 -0.95903 0.0 -0.1 -0.2 -0.198
C -0.13329 0.95411 -0.55099 0.0 0.2 -0.1 -0.218
C 1.25602 0.73926 0.05088 0.2 0.3 0.0 -0.177
C 1.31599 -0.34766 1.08012 -0.1 -0.4 0.0 -0.091
C 1.26527 -0.72438 -0.36396 0.1 -0.2 -0.2 -0.172
H -2.21996 1.39238 0.14925 0.1 -0.1 0.0 0.099
H -1.13034 0.86394 1.44087 0.0 0.0 -0.2 0.102
H -1.53311 -1.49140 0.63560 0.1 0.1 -0.1 0.101
H -2.31940 -0.82618 -0.80704 0.1 -0.1 0.1 0.101
H -0.21520 -0.82843 -2.01216 0.0 0.1 0.2 0.132
H -0.20163 1.74063 -1.30554 0.1 -0.1 0.1 0.136
H 2.08019 1.44001 -0.02415 -0.1 0.0 0.1 0.127
H 2.27871 -0.40148 1.58266 -0.1 -0.2 -0.2 0.106
H 0.48417 -0.71962 1.66679 -0.1 0.6 0.3 0.095
H 2.05947 -1.29995 -0.83077 -0.2 0.1 0.0 0.125

17
Properties=species:S:1:pos:R:3:forces:R:3:lowdin_charge:R:1 method="wB97M-V/def2-TZVPD" total_charge=0 smiles="C1=C2[C@H]3C[C@H]3[C@H]2C1.[H][H]" orbital_gap_ev=9.585
C 1.41504 -0.68729 0.19123 0.3 0.2 -0.1 -0.088
C 0.50592 -0.13451 -0.65090 0.1 0.1 0.3 -0.250
C -0.97993 -0.09828 -0.98808 0.0 -0.1 -0.3 -0.158
C -1.68503 -0.08027 0.34856 -0.1 -0.1 0.1 -0.080
C -1.05573 1.18488 -0.13851 -0.2 0.3 0.1 -0.160
C 0.47517 1.17612 0.03618 -0.1 0.3 0.1 -0.205
C 1.32283 0.47405 1.15480 0.3 0.2 0.2 -0.112
H 2.03971 -1.57299 0.18741 -0.4 -0.1 0.2 0.075
H -1.50979 -0.36962 -1.89644 0.2 0.1 0.1 0.123
H -2.77152 -0.09075 0.30584 0.2 -0.1 -0.1 0.107
H -1.27264 -0.62487 1.19699 0.0 0.1 -0.2 0.108
H -1.64312 2.07228 -0.34545 0.0 -0.1 0.1 0.125
H 0.99706 1.99903 -0.45775 -0.2 -0.1 0.0 0.146
H 0.66426 0.23079 2.00102 0.3 0.0 -0.1 0.110
H 2.24077 0.93170 1.52488 0.0 0.3 0.0 0.093
H 0.58694 -2.41337 -0.92389 -0.1 -0.3 -0.6 0.084
H 0.62802 -2.01188 -1.55702 -0.1 -0.7 -0.1 0.081

17
Properties=species:S:1:pos:R:3:forces:R:3:lowdin_charge:R:1 method="wB97M-V/def2-TZVPD" total_charge=0 orbital_gap_ev=9.242
C 1.94170 0.05162 0.02086 0.0 0.0 0.0 -0.032
C 0.42886 0.05918 0.03816 0.2 0.1 0.0 -0.455
C -0.43434 -0.80941 1.00979 0.1 -0.1 0.3 -0.080
C -1.55936 -0.44653 -0.00456 -0.4 -0.1 0.0 -0.283
C -0.44876 -0.55629 -1.08283 0.0 0.0 -0.3 -0.092
C -1.70918 1.05890 0.29237 0.2 -0.1 0.0 -0.008
C -0.33543 1.37268 0.22939 0.1 0.1 0.2 -0.149
H 2.33365 0.65801 -0.80359 -0.1 -0.1 0.1 0.081
H 2.35265 0.45363 0.95440 -0.1 0.0 -0.1 0.081
H 2.33283 -0.96436 -0.10054 -0.1 0.1 0.0 0.080
H -0.54432 -0.46657 2.04426 0.0 0.0 -0.2 0.115
H -0.16254 -1.86978 0.99047 0.0 0.2 -0.1 0.115
H -2.47939 -1.02805 -0.07823 0.2 0.1 0.0 0.118
H -0.56632 0.01358 -2.01244 0.0 0.0 0.1 0.113
H -0.18188 -1.59368 -1.31185 0.0 0.1 0.1 0.116
H -1.08202 1.74377 -0.70669 0.1 0.0 -0.2 0.157
H 0.11385 2.32331 0.52103 -0.1 -0.1 -0.1 0.124

17
Properties=species:S:1:pos:R:3:forces:R:3:lowdin_charge:R:1 method="wB97M-V/def2-TZVPD" total_charge=0 smiles="C1=CCC2(C1)CC2" orbital_gap_ev=10.300
C -0.35192 -1.64390 0.99538 0.0 -0.1 -0.1 -0.090
C 0.13321 -1.93825 -0.20992 -0.1 0.0 0.1 -0.090
C 0.73750 -0.72000 -0.87385 0.0 0.1 -0.1 -0.128
C 0.12082 0.40958 -0.05213 0.0 0.0 0.0 -0.454
C -0.15076 -0.18198 1.32973 0.0 0.1 0.0 -0.128
C -0.92059 1.28628 -0.68477 -0.2 0.0 -0.1 -0.092
C 0.41547 1.85742 -0.28602 0.2 0.1 0.1 -0.086
H -0.81244 -2.35304 1.67725 0.1 0.1 -0.1 0.098
H 0.12955 -2.92487 -0.66448 0.0 0.1 0.1 0.098
H 1.83376 -0.73477 -0.77202 -0.1 0.0 0.0 0.120
H 0.51588 -0.63732 -1.94494 0.0 0.0 0.2 0.114
H 0.71663 -0.05847 1.99633 -0.1 0.0 -0.1 0.119
H -1.00808 0.28405 1.83030 0.1 -0.1 -0.1 0.114
H -1.12487 1.15324 -1.74448 0.1 0.0 0.2 0.101
H -1.79072 1.55634 -0.09123 0.2 0.0 -0.1 0.101
H 0.44495 2.52326 0.57307 0.0 -0.1 -0.1 0.101
H 1.11161 2.12245 -1.07823 -0.1 -0.1 0.1 0.101

17
Properties=species:S:1:pos:R:3:forces:R:3:lowdin_charge:R:1 method="wB97M-V/def2-TZVPD" total_charge=0 smiles="C=C[C@@H]1C=C=CC1.[H][H]" orbital_gap_ev="8.190 / 7.370"
C 1.71502 0.55286 -0.84488 -0.2 0.0 0.0 0.013
C 0.44356 0.38344 -1.19529 0.1 0.1 0.1 -0.168
C -0.54129 -0.58457 -0.58410 0.0 -0.2 0.1 -0.293
C -1.44799 0.08786 0.45744 -0.3 0.1 -0.1 -0.103
C -0.90539 -0.02826 1.69167 0.0 -0.2 -0.3 -0.026
C 0.12088 -0.91576 1.65894 0.3 -0.2 0.2 -0.089
C 0.09349 -1.68960 0.35455 0.1 0.1 -0.1 -0.141
H 2.30177 1.36218 -1.27260 -0.1 -0.2 0.0 0.056
H 2.20838 -0.06759 -0.09672 -0.1 0.1 -0.2 0.057
H -0.00833 1.06483 -1.91992 0.2 -0.1 0.1 0.099
H -1.15883 -1.01792 -1.38775 0.1 0.1 0.2 0.134
H -2.44452 0.44475 0.19737 0.2 -0.1 0.1 0.097
H 0.97003 -0.96121 2.34293 -0.2 0.0 -0.1 0.096
H 1.08393 -2.04559 0.04410 -0.2 0.1 0.0 0.103
H -0.57334 -2.56288 0.36778 0.1 0.2 0.0 0.114
H -0.92644 3.27888 -0.14021 0.0 0.0 0.0 0.040
H -0.93091 2.69859 0.32670 0.0 0.1 -0.1 0.011

24
Properties=species:S:1:pos:R:3:forces:R:3:lowdin_charge:R:1 method="wB97M-V/def2-TZVPD" total_charge=+1 smiles="C[N+](C)=CNS(=O)(=O)c1ccc(Br)s1" orbital_gap_ev=8.808
C 0.97478 -1.58515 0.79612 0.6 0.3 -1.7 0.019
N 2.07903 -0.65472 0.53312 0.8 -1.1 1.2 -0.163
C 3.17203 -0.79606 1.46342 -0.4 -2.3 -0.8 0.023
C 2.10562 0.23297 -0.37473 1.0 0.7 -1.3 -0.157
N 0.99547 0.58671 -1.01917 -0.7 -0.2 -0.1 -0.001
S -0.18462 1.28296 0.16418 -1.1 1.7 -5.3 0.640
O 0.09899 0.84299 1.43762 1.0 -1.0 3.2 -0.228
O -0.03519 2.62484 -0.27395 -0.5 0.5 0.5 -0.233
C -1.66507 0.60606 -0.37988 0.4 0.7 0.6 -0.692
C -2.37342 1.15353 -1.39643 1.6 1.6 -1.9 -0.143
C -3.70774 0.71470 -1.47953 0.1 -0.3 -0.8 -0.147
C -3.93781 -0.18483 -0.46938 -0.7 -0.4 0.7 -0.975
Br -5.51540 -1.13926 0.00556 0.6 0.5 -0.5 0.755
S -2.59779 -0.40998 0.58498 -0.8 -0.7 0.3 1.050
H 1.30964 -2.63284 0.54493 -0.3 1.1 0.8 0.147
H 0.67929 -1.30353 1.79016 -0.6 -0.9 0.4 0.099
H 0.28258 -1.24467 0.03597 -0.8 -0.9 0.3 0.060
H 3.89042 -0.08835 1.28981 1.6 2.1 0.1 0.077
H 2.79865 -0.88304 2.45261 -0.2 0.5 0.9 0.108
H 3.65897 -1.73367 1.24098 0.1 -0.6 0.0 0.115
H 3.06100 0.73031 -0.58554 -0.2 -0.2 0.1 0.181
H 1.04273 1.03665 -1.95898 0.0 0.0 1.5 0.166
H -1.77116 1.86336 -2.07481 -1.7 -0.9 0.9 0.160
H -4.36098 0.98100 -2.32706 0.2 -0.2 0.9 0.138

Respective ΔE to the lowest compared entry with this formula, charge and spin values: 2.819, 5.475, 2.648, 5.938, 4.599, 1.180, 5.510, 0.937 eV.